No. 1
C4H16N8O4 | the ωB97M-V functional and the def2-TZVPD basis

The calculation puts the energy relative to the best compared isomer or geometry (same formula, charge and spin) at 5.4 kcal per mole. For the orbital gap, the calculation gives 9.528 eV. For the lowest unoccupied orbital energy, the calculation gives 0.38 eV. Its SMILES is NC(N)=O.NC(N)=O.NC(N)=O.NC(N)=O.

Last column: natural (NBO) charge in e.
Element x y z (Å)
H  3.32450  -0.10475  1.28521  0.420
H  5.06382  0.38252  1.30243  0.404
H  -1.12010  -0.89910  1.90033  0.399
H  2.40855  -0.78464  -0.46355  0.414
H  -2.28007  -3.06497  -1.94642  0.408
H  -1.91379  1.34892  -2.10426  0.391
N  -2.05810  1.37670  -1.11384  -0.838
H  1.34763  2.14195  0.91666  0.417
C  -1.02288  -2.83848  -0.45916  0.766
N  -0.65084  -3.39962  0.73842  -0.846
H  -1.47662  0.79360  -0.53094  0.423
H  -1.43111  -3.75506  1.26442  0.375
H  -3.32029  4.36620  -1.11064  0.415
H  -2.69627  -4.14498  -0.63894  0.397
H  -0.33892  2.30171  1.43318  0.422
O  5.13286  0.70919  -1.16022  -0.678
H  -1.69204  0.72484  1.93958  0.411
N  -3.08740  3.43300  -1.37551  -0.834
N  -2.13685  -3.40647  -1.00736  -0.855
N  4.19110  0.17269  0.85463  -0.871
C  -2.47759  2.53734  -0.53243  0.784
O  1.19609  -0.43993  1.36526  -0.728
H  -2.99973  3.18296  -2.34424  0.379
H  0.07505  -2.85939  1.20064  0.420
N  3.11251  -0.37257  -1.05327  -0.869
O  -2.21663  2.85532  0.63956  -0.714
O  -0.28519  -2.08646  -1.09579  -0.664
C  4.21644  0.23238  -0.49733  0.769
N  0.50805  1.77498  1.32019  -0.842
H  3.22545  -0.69391  -1.99624  0.398
N  -0.93367  0.07842  1.79145  -0.858
C  0.33603  0.43761  1.47818  0.784

=====

No. 2
C4H16NO2 | the ωB97M-V functional and the def2-TZVPD basis

The calculation puts the energy relative to the best compared isomer or geometry (same formula, charge and spin) at 31.7 kcal per mole. For the orbital gap, the calculation gives 12.429 eV. The charge is +1. For the lowest unoccupied orbital energy, the calculation gives -3.11 eV.

Last column: natural (NBO) charge in e.
Element x y z (Å)
H  1.04055  0.47285  1.46402  0.202
H  -1.55403  -0.83656  2.98103  0.251
H  -1.05087  -0.67274  -3.35521  0.473
C  0.61844  2.27833  0.56702  -0.637
H  -2.32757  -1.29104  1.29022  0.242
H  2.17052  -2.43103  0.28347  0.486
H  0.92837  2.79226  1.47722  0.255
C  -1.20005  0.57306  1.30750  -0.435
H  -0.28786  2.83928  0.34784  0.235
H  1.53176  -0.26082  -0.36002  0.457
O  -1.50703  -0.02141  -2.79373  -0.953
H  -1.72276  0.57325  -3.51745  0.486
O  2.58807  -2.12542  -0.52693  -0.985
H  2.77919  -2.80835  -1.16878  0.508
C  -1.56756  -0.79878  1.88497  -0.605
H  0.41171  0.46519  -1.26241  0.450
H  0.06619  -0.97777  -0.46596  0.442
H  1.41166  2.31052  -0.17241  0.222
N  0.51641  -0.06924  -0.39201  -0.704
H  -1.78052  0.82033  0.40029  0.223
H  -0.70087  -1.37765  1.49334  0.164
H  -1.37910  1.39545  2.00920  0.240
C  0.21476  0.81202  0.84281  -0.016

=====

No. 3
C4H16NO2 | the ωB97M-V functional and the def2-TZVPD basis

The calculation puts the energy relative to the best compared isomer or geometry (same formula, charge and spin) at 29.3 kcal per mole. For the orbital gap, the calculation gives 11.659 eV. The charge is +1. For the lowest unoccupied orbital energy, the calculation gives -3.08 eV.

Last column: natural (NBO) charge in e.
Element x y z (Å)
H  -2.55561  0.27285  -0.96535  0.247
H  0.53610  -1.29794  0.31681  0.464
C  -1.10888  0.15820  0.67670  -0.216
H  1.02265  1.42061  -0.24970  0.202
H  -0.66086  1.09755  1.01516  0.229
H  0.92732  0.18111  -1.56521  0.187
N  -0.11489  -0.95376  1.03310  -0.699
H  -1.84432  -0.02749  1.49988  0.230
C  0.69970  1.22261  -1.27134  -0.632
H  2.02665  -2.72374  -1.96454  0.487
H  -1.15702  2.36962  -0.99407  0.215
H  -0.61867  -1.76836  1.39365  0.428
H  -1.15972  -0.66493  -1.37534  0.223
H  0.36327  -0.60936  1.87016  0.463
C  -0.81052  1.45978  -1.46399  -0.381
H  -1.08103  1.36645  -2.52053  0.223
H  1.10522  -1.76770  -2.56065  0.477
H  0.91991  -0.42007  4.13418  0.477
O  0.99258  0.32225  3.50395  -0.963
H  1.61224  0.75495  4.11788  0.501
C  -1.48176  0.20965  -0.77933  -0.449
O  1.14424  -2.35820  -1.79619  -0.956
H  1.24340  1.75591  -2.05521  0.242